No. 1
Density functional theory data (the ωB97M-V functional and the def2-TZVPD basis) for a cluster of 11 separate species, C26H45Cl20INO2S in total in a non-equilibrium geometry.

Output
**Highest occupied orbital energy**: -10.6 eV
**Orbital gap**: 6.55 eV
**Charge**: +1
**Strongest force on any atom**: 3.4 eV Å⁻¹

Each line ends with the Löwdin charge.
Positions of all 96 atoms, in Å:
C: 2.389 -3.046 0.417  -0.0572
C: 0.893 -3.046 -0.018  -0.3887
C: 0.621 -4.329 -0.828  -0.0885
C: 0.049 -2.942 1.281  -0.0875
C: -1.271 -2.151 1.066  -0.0910
C: -2.446 -2.807 1.273  0.0250
N: -3.654 -2.224 1.100  0.1754
C: -3.724 -0.966 0.708  -0.1945
C: -5.096 -0.278 0.490  -0.1044
C: -5.393 -0.265 -1.068  -0.2904
C: -6.889 -0.626 -1.417  -0.6059
I: -6.866 -2.084 -3.015  0.8064
C: -2.600 -0.225 0.465  0.0684
C: -1.353 -0.797 0.639  0.0146
C: -0.140 0.084 0.322  -0.4516
O: -0.278 0.870 -0.579  0.1245
O: 0.954 -0.082 1.040  0.0393
C: 1.892 1.018 0.810  -0.1678
C: 2.670 0.909 -0.522  -0.2456
C: 4.073 0.291 -0.394  -0.5503
S: 4.751 0.052 -2.090  0.6998
H: 2.570 -2.230 1.120  0.0668
H: 2.572 -4.004 0.919  0.0510
H: 3.007 -2.994 -0.486  0.0903
H: 0.751 -2.196 -0.702  0.1172
H: -0.410 -4.270 -1.199  0.0368
H: 0.773 -5.249 -0.251  -0.0027
H: 1.279 -4.381 -1.705  0.0924
H: 0.582 -2.426 2.087  0.1248
H: -0.251 -3.937 1.633  0.0973
H: -2.458 -3.850 1.574  0.1548
H: -4.516 -2.728 1.270  0.1908
H: -5.862 -0.849 1.031  0.1134
H: -5.078 0.760 0.859  0.0677
H: -5.075 0.705 -1.453  0.0587
H: -4.750 -1.026 -1.526  0.0383
H: -7.375 0.271 -1.805  0.0258
H: -7.406 -1.058 -0.560  0.0338
H: -2.694 0.809 0.150  0.1209
H: 2.632 0.949 1.608  0.0773
H: 1.353 1.964 0.900  0.1048
H: 2.815 1.914 -0.938  0.0770
H: 2.123 0.322 -1.270  0.0888
H: 4.786 0.942 0.120  0.0408
H: 4.079 -0.673 0.108  0.0383
H: 3.653 -0.340 -2.774  -0.1563
C: 7.926 -1.995 1.661  -1.0122
Cl: 6.534 -1.286 2.495  0.4745
Cl: 7.423 -3.007 0.310  0.5015
H: 8.557 -1.194 1.293  0.0321
H: 8.478 -2.611 2.363  0.0004
C: 2.628 -7.277 0.982  -0.9821
Cl: 1.456 -6.383 1.969  0.5376
Cl: 1.913 -7.826 -0.536  0.5360
H: 3.465 -6.625 0.760  0.0284
H: 2.966 -8.140 1.542  0.0279
C: 4.785 3.108 3.309  -0.9652
Cl: 3.365 3.326 2.263  0.5711
Cl: 5.735 1.654 2.983  0.5047
H: 5.426 3.972 3.173  0.0291
H: 4.447 3.055 4.338  0.0275
C: -10.458 -1.120 -2.009  -1.0689
Cl: -10.704 0.632 -2.000  0.5027
Cl: -11.964 -1.990 -1.704  0.5256
H: -10.074 -1.414 -2.980  -0.0078
H: -9.744 -1.376 -1.235  -0.0062
C: 4.061 5.747 -0.900  -1.0236
Cl: 5.323 6.877 -1.389  0.5219
Cl: 4.651 4.080 -0.878  0.5255
H: 3.724 6.012 0.098  -0.0123
H: 3.237 5.817 -1.601  0.0328
C: -1.170 -1.007 -3.264  -1.0020
Cl: 0.285 -1.283 -4.223  0.5376
Cl: -1.935 -2.537 -2.793  0.5335
H: -0.899 -0.458 -2.368  -0.0125
H: -1.876 -0.431 -3.853  0.0333
C: -6.120 3.615 0.259  -0.9738
Cl: -4.553 2.989 -0.293  0.5711
Cl: -7.309 3.601 -1.043  0.5155
H: -6.481 2.991 1.070  0.0264
H: -5.986 4.633 0.606  0.0326
C: -9.544 6.318 -3.273  -1.0156
Cl: -8.147 7.300 -3.724  0.5081
Cl: -9.204 4.590 -3.444  0.4706
H: -9.797 6.523 -2.239  0.0259
H: -10.376 6.574 -3.918  0.0270
C: 5.467 9.785 0.694  -1.0299
Cl: 4.946 11.462 0.521  0.5176
Cl: 4.100 8.709 1.005  0.4965
H: 5.954 9.472 -0.224  -0.0014
H: 6.160 9.717 1.525  0.0282
C: 9.627 -5.698 3.363  -1.0233
Cl: 7.887 -5.489 3.612  0.4988
Cl: 10.060 -5.626 1.653  0.5069
H: 10.147 -4.905 3.888  0.0240
H: 9.924 -6.662 3.761  0.0252


No. 2
Density functional theory data (the ωB97M-V functional and the def2-TZVPD basis) for an isolated molecule of C21H23ClN2O3.

Output
**Energy above the lowest of the compared OMol25 structures with the same formula, charge and spin**: 134.9 kJ/mol
**Structure (SMILES)**: COc1ccc(C(=O)CCC(=O)N2CCN(c3cccc(Cl)c3)CC2)cc1
**Highest occupied orbital energy**: -7.7 eV
**Orbital gap**: 8.08 eV
**Strongest force on any atom**: 0.6 eV Å⁻¹

Each line ends with the Löwdin charge.
Positions of all 50 atoms, in Å:
C: -6.602 -3.758 0.099  -0.0816
O: -6.678 -2.356 -0.009  -0.0738
C: -5.534 -1.648 -0.157  -0.2698
C: -5.684 -0.260 -0.251  0.0068
C: -4.591 0.559 -0.408  -0.0169
C: -3.304 0.018 -0.475  -0.1546
C: -2.081 0.827 -0.646  -0.3314
O: -0.977 0.317 -0.642  0.0858
C: -2.258 2.320 -0.830  -0.1122
C: -0.903 3.009 -1.008  -0.0841
C: -0.131 2.848 0.294  -0.4665
O: -0.651 3.154 1.354  0.0535
N: 1.139 2.388 0.239  -0.0413
C: 1.780 1.865 -0.954  -0.1310
C: 3.228 1.469 -0.663  -0.1413
N: 3.284 0.470 0.377  -0.0926
C: 4.234 -0.513 0.401  -0.2219
C: 4.075 -1.656 1.199  -0.0311
C: 5.039 -2.642 1.224  -0.0874
C: 6.190 -2.544 0.459  -0.1328
C: 6.347 -1.417 -0.329  -0.6783
Cl: 7.777 -1.248 -1.293  0.6629
C: 5.404 -0.410 -0.364  -0.0589
C: 2.266 0.577 1.400  -0.1297
C: 1.788 2.023 1.482  -0.1109
C: -3.164 -1.366 -0.375  -0.0024
C: -4.254 -2.196 -0.219  -0.0061
H: -7.630 -4.100 0.210  0.0941
H: -6.168 -4.206 -0.800  0.0969
H: -6.023 -4.063 0.975  0.0971
H: -6.682 0.147 -0.196  0.1197
H: -4.745 1.625 -0.472  0.1109
H: -2.737 2.718 0.068  0.1269
H: -2.906 2.509 -1.688  0.1285
H: -1.059 4.076 -1.177  0.1294
H: -0.384 2.582 -1.860  0.1013
H: 1.788 2.628 -1.738  0.1280
H: 1.232 0.984 -1.311  0.1209
H: 3.648 1.054 -1.583  0.1241
H: 3.809 2.363 -0.394  0.1314
H: 3.181 -1.784 1.788  0.0979
H: 4.890 -3.512 1.845  0.1052
H: 6.941 -3.316 0.473  0.0975
H: 5.597 0.459 -0.971  0.0949
H: 1.404 -0.067 1.175  0.1339
H: 2.687 0.282 2.365  0.1261
H: 2.633 2.691 1.682  0.1335
H: 1.053 2.142 2.280  0.1252
H: -2.169 -1.783 -0.424  0.1196
H: -4.100 -3.261 -0.148  0.1047


No. 3
Density functional theory data (the ωB97M-V functional and the def2-TZVPD basis) for an isolated molecule of C3H5ClS in a non-equilibrium geometry.

Output
**Energy above the lowest of the compared OMol25 structures with the same formula, charge and spin**: 48.4 kJ/mol
**Structure (SMILES)**: CS/C=C\Cl
**Highest occupied orbital energy**: -8.7 eV
**Orbital gap**: 9.52 eV
**Strongest force on any atom**: 3.9 eV Å⁻¹

Each line ends with the Löwdin charge.
Positions of all 10 atoms, in Å:
C: 0.133 1.119 -1.190  -0.3501
S: 1.493 0.268 -0.211  0.8156
C: 0.553 -0.433 1.012  -0.6602
C: -0.571 -1.084 0.970  -0.6039
Cl: -1.214 -1.817 -0.521  0.5572
H: -0.481 1.376 -0.348  0.0177
H: -0.272 0.412 -1.976  0.0323
H: 0.589 1.947 -1.706  0.0185
H: 0.856 -0.283 2.040  0.0672
H: -1.086 -1.506 1.930  0.1057


No. 4
Density functional theory data (the ωB97M-V functional and the def2-TZVPD basis) for an isolated molecule of C2H3NS in a non-equilibrium geometry.

Output
**Energy above the lowest of the compared OMol25 structures with the same formula, charge and spin**: 160.4 kJ/mol
**Structure (SMILES)**: C=NC=S
**Highest occupied orbital energy**: -8.8 eV
**Orbital gap**: 8.23 eV
**Strongest force on any atom**: 3.8 eV Å⁻¹

Each line ends with the Löwdin charge.
Positions of all 7 atoms, in Å:
C: 0.055 -0.436 -0.672  -0.0983
N: -0.195 0.725 -0.272  -0.0955
C: -0.519 0.876 1.043  -0.7345
S: -1.282 -0.339 1.679  0.7178
H: 0.303 -0.686 -1.704  0.0805
H: 0.083 -1.288 0.076  0.0406
H: -0.275 1.782 1.720  0.0895


No. 5
Density functional theory data (the ωB97M-V functional and the def2-TZVPD basis) for a structure of composition C48H36CoF6N4O4P in a non-equilibrium geometry.

Output
**Expectation value of S²**: 0.764
**Highest occupied orbital energy (alpha / beta)**: -10.0 / -10.0 eV
**Orbital gap (alpha / beta)**: 4.45 / 4.34 eV
**Charge**: +1
**2S+1**: 2
**Strongest force on any atom**: 1.4 eV Å⁻¹

Each line ends with the Löwdin charge.
Positions of all 100 atoms, in Å:
Co: 0.009 -0.032 0.039  0.6488
C: 1.646 -7.649 -5.913  -0.0619
O: 2.408 -6.456 -5.776  -0.0587
C: 1.984 -5.542 -4.888  -0.2771
C: 2.759 -4.386 -4.789  0.0264
C: 2.403 -3.386 -3.917  -0.0112
C: 1.280 -3.522 -3.092  -0.1968
C: 0.519 -4.686 -3.189  -0.0141
C: 0.851 -5.688 -4.092  0.0026
C: 0.880 -2.463 -2.149  -0.0015
C: 0.732 -2.789 -0.825  -0.2294
C: 1.135 -4.031 -0.238  0.0436
C: 0.635 -4.031 1.020  0.0013
C: -0.052 -2.781 1.171  -0.1750
N: 0.073 -2.003 0.100  0.1068
C: -0.835 -2.386 2.341  0.0431
C: -0.626 -1.064 2.821  -0.2192
C: -0.479 -0.688 4.194  -0.0003
C: -0.184 0.639 4.185  0.0206
C: -0.209 1.049 2.819  -0.1891
C: -0.056 2.392 2.384  0.0121
C: 0.072 3.449 3.404  -0.2040
C: 1.188 4.294 3.425  -0.0145
C: 1.296 5.294 4.363  0.0243
C: 0.276 5.498 5.292  -0.2784
O: 0.461 6.517 6.149  -0.0609
C: -0.575 6.803 7.080  -0.0627
C: -0.839 4.663 5.291  0.0027
C: -0.926 3.639 4.358  -0.0209
C: -0.052 2.773 1.045  -0.2008
N: -0.122 1.924 -0.022  0.0972
C: -0.095 2.724 -1.106  -0.1704
C: -0.001 2.275 -2.457  0.0074
C: -0.001 3.293 -3.526  -0.2141
C: -1.111 4.103 -3.731  -0.0193
C: -1.122 5.061 -4.736  0.0019
C: 0.006 5.229 -5.534  -0.2789
O: 0.097 6.134 -6.527  -0.0634
C: -1.078 6.870 -6.860  -0.0627
C: 1.136 4.442 -5.315  0.0240
C: 1.130 3.480 -4.330  -0.0155
C: 0.201 0.951 -2.802  -0.2031
C: 0.394 0.493 -4.151  0.0415
C: 0.658 -0.826 -4.059  0.0295
C: 0.596 -1.155 -2.664  -0.1729
N: 0.282 -0.094 -1.917  0.0999
C: -0.045 4.110 -0.741  0.0286
C: -0.025 4.142 0.609  0.0348
N: -0.413 -0.012 1.998  0.0918
C: -1.691 -3.315 2.999  -0.1295
C: -2.505 -2.924 4.095  0.0179
C: -3.279 -3.822 4.786  0.0198
C: -3.311 -5.163 4.373  -0.2611
O: -3.990 -6.111 4.987  -0.0253
C: -4.680 -5.797 6.209  -0.0255
C: -2.638 -5.549 3.199  0.0363
C: -1.861 -4.651 2.530  0.0129
H: 2.166 -8.255 -6.645  0.0963
H: 0.638 -7.433 -6.270  0.0983
H: 1.593 -8.191 -4.967  0.0967
H: 3.643 -4.301 -5.410  0.1310
H: 3.022 -2.497 -3.835  0.1370
H: -0.363 -4.798 -2.570  0.1258
H: 0.224 -6.563 -4.173  0.1063
H: 1.745 -4.783 -0.715  0.1371
H: 0.780 -4.767 1.797  0.1275
H: -0.466 -1.360 5.039  0.1231
H: 0.063 1.269 5.026  0.1238
H: 1.992 4.134 2.715  0.1361
H: 2.169 5.935 4.400  0.1307
H: -0.248 7.678 7.629  0.0960
H: -0.721 5.974 7.775  0.0973
H: -1.513 7.023 6.567  0.0974
H: -1.637 4.796 6.009  0.1073
H: -1.800 2.999 4.353  0.1269
H: -1.990 3.971 -3.109  0.1300
H: -2.001 5.672 -4.880  0.1069
H: -0.825 7.460 -7.733  0.0955
H: -1.370 7.538 -6.046  0.0971
H: -1.905 6.198 -7.099  0.0974
H: 2.011 4.614 -5.932  0.1298
H: 2.016 2.877 -4.156  0.1346
H: 0.340 1.111 -5.033  0.1246
H: 0.852 -1.529 -4.854  0.1203
H: -0.005 4.939 -1.429  0.1221
H: 0.007 5.008 1.250  0.1230
H: -2.557 -1.885 4.378  0.1152
H: -3.878 -3.481 5.618  0.1155
H: -5.125 -6.726 6.544  0.1006
H: -5.465 -5.062 6.035  0.1005
H: -3.982 -5.431 6.959  0.1033
H: -2.760 -6.566 2.845  0.1348
H: -1.383 -4.964 1.616  0.1079
F: 2.000 0.284 0.703  -0.2115
P: 3.545 0.019 0.043  0.1679
F: 4.002 -0.478 1.489  -0.1299
F: 2.955 0.521 -1.379  -0.1487
F: 3.890 1.530 0.427  -0.1347
F: 3.060 -1.485 -0.319  -0.1413
F: 4.975 -0.237 -0.585  -0.1128


Question: The highest strongest force on any atom belongs to which entry?
Answer: C3H5ClS


Question: Among the records above, which one has the highest strongest force on any atom?
Answer: C3H5ClS


Question: Which of these has the lowest strongest force on any atom?
Answer: C21H23ClN2O3


Question: The highest strongest force on any atom belongs to which entry?
Answer: C3H5ClS